# 1
The following is a DFT calculation (ωB97M-V/def2-TZVPD) of a 10-piece molecular cluster, C30H66N2O16S6 overall in a non-equilibrium geometry.

Results
HOMO energy (eV): -9.10
LUMO (eV): 0.173
Total energy (eV): -132913.02689
Frontier orbital gap (eV): 9.27
Energy relative to the best compared isomer or geometry (same formula, charge and spin) (kJ/mol): 0.0

XYZ file:
```
120
C30H66N2O16S6 ωB97M-V/def2-TZVPD
C -43.782 2.784 2.311
C -43.177 1.558 3.006
O -43.835 0.541 3.402
N -41.753 1.658 3.309
H -41.368 1.671 2.262
H -41.554 2.533 3.808
C -41.027 0.431 3.979
H -43.193 2.895 1.326
H -43.845 3.701 2.860
H -44.766 2.644 1.932
H -40.140 0.845 4.375
H -40.896 -0.284 3.179
H -41.654 -0.227 4.739
C -37.476 2.182 2.131
C -38.049 3.569 2.571
O -37.409 4.347 3.322
N -39.482 3.892 2.186
H -40.108 3.266 1.403
H -40.031 3.826 3.124
C -39.595 5.241 1.645
H -36.376 2.505 2.218
H -37.734 1.920 1.059
H -37.599 1.554 2.804
H -40.692 5.417 1.587
H -39.243 5.042 0.584
H -38.903 5.880 2.252
O -40.777 3.780 4.435
H -41.813 4.233 4.565
O -40.908 2.170 0.876
H -41.117 1.661 0.143
C -42.422 -2.146 -0.089
C -42.514 -0.629 -0.156
C -43.070 -0.554 -1.504
S -42.184 -1.732 -2.527
O -41.247 -1.112 -3.295
O -43.090 -2.640 -3.145
C -41.549 -2.582 -1.226
H -43.379 -2.611 -0.174
H -41.971 -2.302 1.014
H -41.504 -0.261 -0.283
H -43.096 -0.170 0.572
H -42.785 0.288 -2.179
H -44.105 -0.660 -1.698
H -40.577 -2.187 -1.087
H -41.199 -3.603 -1.331
C -41.900 -1.000 10.408
C -43.248 -1.415 10.580
C -43.849 -1.465 9.259
S -42.526 -1.771 8.082
O -42.304 -0.706 7.239
O -42.689 -3.058 7.511
C -41.209 -1.861 9.248
H -41.414 -0.835 11.265
H -41.846 0.011 10.090
H -43.761 -0.586 11.144
H -43.309 -2.431 10.987
H -44.400 -0.434 9.202
H -44.379 -2.450 9.427
H -40.427 -1.499 8.749
H -41.074 -2.776 9.755
C -43.120 3.945 -1.377
C -43.216 5.336 -2.131
C -44.103 6.137 -1.475
S -45.354 5.091 -0.844
O -46.625 5.320 -1.493
O -45.413 5.006 0.624
C -44.542 3.561 -1.245
H -42.463 4.328 -0.638
H -42.488 3.206 -1.959
H -43.569 5.192 -3.074
H -42.429 5.928 -2.472
H -44.622 6.874 -2.147
H -43.473 6.541 -0.651
H -45.061 3.294 -1.996
H -44.850 2.955 -0.325
C -44.858 -5.611 3.331
C -43.973 -5.908 4.460
C -42.952 -4.890 4.561
S -43.596 -3.337 3.957
O -42.554 -2.640 3.291
O -44.494 -2.761 4.972
C -44.680 -4.155 2.929
H -45.973 -5.871 3.406
H -44.572 -6.147 2.264
H -43.490 -6.952 4.318
H -44.429 -5.894 5.512
H -42.033 -5.279 4.140
H -42.789 -4.850 5.660
H -44.096 -4.494 2.047
H -45.663 -3.675 2.754
C -47.794 3.582 2.414
C -47.166 2.698 3.529
C -47.651 1.442 3.284
S -47.745 1.204 1.586
O -48.887 0.466 1.213
O -46.425 0.797 0.995
C -47.799 2.859 1.118
H -47.081 4.302 2.318
H -48.685 3.823 2.719
H -47.321 3.060 4.287
H -46.081 2.717 3.409
H -48.671 1.206 3.833
H -47.154 0.684 3.838
H -48.706 2.992 0.568
H -46.862 3.062 0.571
C -38.351 -2.125 4.696
C -39.715 -2.182 5.345
C -39.689 -3.305 6.121
S -38.714 -4.577 5.220
O -39.663 -5.455 4.571
O -37.709 -5.013 6.089
C -37.961 -3.477 4.037
H -37.547 -2.017 5.501
H -38.175 -1.278 4.039
H -40.531 -2.288 4.645
H -40.042 -1.483 6.148
H -40.666 -3.616 6.594
H -39.125 -3.265 7.111
H -38.490 -3.560 3.068
H -36.792 -3.675 4.119
```

# 2
The following is a DFT calculation (ωB97M-V/def2-TZVPD) of C49H43As2BrN2O2Re as an isolated structure in a non-equilibrium geometry.

Results
HOMO energy (eV): -14.72
LUMO (eV): -10.182
Total charge: +3
Total energy (eV): -252407.51062
Frontier orbital gap (eV): 4.54
Energy relative to the best compared isomer or geometry (same formula, charge and spin) (kJ/mol): 226.0

XYZ file:
```
100
C49H43As2BrN2O2Re ωB97M-V/def2-TZVPD
Re 0.019 -0.793 0.390
O -0.432 4.865 0.726
C -0.597 4.532 -0.568
C -0.814 5.575 -1.472
C -1.011 5.313 -2.809
C -1.029 4.003 -3.269
C -0.801 2.965 -2.385
C -0.563 3.214 -1.042
C -0.173 2.074 -0.120
O -0.140 0.879 -0.779
N -1.063 1.987 1.062
N -1.064 0.739 1.616
C -1.737 0.473 2.688
C -1.929 -0.830 3.210
Br -1.456 -2.256 1.950
C -2.524 -1.175 4.386
C -2.870 -0.267 5.437
C -3.990 -0.555 6.241
C -4.415 0.346 7.193
C -3.728 1.540 7.386
C -2.576 1.803 6.651
C -2.144 0.912 5.693
H -0.336 4.103 1.307
H -0.823 6.582 -1.091
H -1.160 6.127 -3.499
H -1.208 3.791 -4.310
H -0.797 1.940 -2.729
H 0.840 2.291 0.295
H -1.986 2.391 0.915
H -2.266 1.270 3.204
H -2.794 -2.211 4.534
H -4.542 -1.466 6.073
H -5.280 0.118 7.796
H -4.061 2.244 8.134
H -2.007 2.699 6.846
H -1.194 1.068 5.201
C 0.099 -2.000 -3.114
C 1.559 -2.144 -2.710
As 2.095 -0.677 -1.516
C 3.881 -1.123 -0.908
C 4.059 -2.303 -0.190
C 5.321 -2.658 0.247
C 6.404 -1.831 -0.021
C 6.232 -0.677 -0.770
C 4.971 -0.307 -1.208
C 2.240 0.935 -2.581
C 1.960 0.949 -3.946
C 2.098 2.129 -4.662
C 2.497 3.293 -4.023
C 2.784 3.279 -2.666
C 2.655 2.106 -1.944
As -1.115 -2.046 -1.539
C -2.079 -3.719 -1.815
C -1.368 -4.862 -2.174
C -2.051 -5.973 -2.633
C -3.437 -5.958 -2.705
C -4.144 -4.837 -2.299
C -3.471 -3.718 -1.838
C -2.463 -0.710 -1.977
C -3.138 -0.004 -0.988
C -4.066 0.965 -1.333
C -4.332 1.214 -2.669
C -3.689 0.484 -3.656
C -2.749 -0.473 -3.318
H -0.203 -2.799 -3.806
H -0.058 -1.032 -3.604
H 2.228 -2.104 -3.582
H 1.741 -3.095 -2.194
H 3.194 -2.927 0.016
H 5.465 -3.574 0.797
H 7.382 -2.088 0.354
H 7.084 -0.059 -1.012
H 4.839 0.593 -1.799
H 1.663 0.047 -4.471
H 1.886 2.137 -5.720
H 2.589 4.209 -4.586
H 3.106 4.183 -2.173
H 2.877 2.077 -0.880
H -0.286 -4.876 -2.106
H -1.501 -6.847 -2.946
H -3.964 -6.824 -3.071
H -5.222 -4.828 -2.352
H -4.032 -2.843 -1.526
H -2.968 -0.227 0.067
H -4.590 1.517 -0.566
H -5.059 1.964 -2.941
H -3.922 0.655 -4.696
H -2.263 -1.058 -4.094
C 1.548 -0.891 1.486
C 2.565 -0.792 2.402
C 3.244 -1.926 2.916
C 4.170 -1.777 3.922
C 4.451 -0.518 4.445
C 3.802 0.608 3.942
C 2.879 0.490 2.932
H 3.004 -2.895 2.511
H 4.682 -2.641 4.313
H 5.173 -0.411 5.240
H 4.027 1.580 4.350
H 2.366 1.349 2.526
```

# 3
The following is a DFT calculation (ωB97M-V/def2-TZVPD) of C23H50GeIrN4OS2Si3 as an isolated structure in a non-equilibrium geometry.

Results
HOMO energy (eV): -16.10
LUMO (eV): -10.671
Total charge: +3
Total energy (eV): -137305.42448
Frontier orbital gap (eV): 5.43

XYZ file:
```
85
C23H50GeIrN4OS2Si3 ωB97M-V/def2-TZVPD
Ir -0.107 -0.559 0.849
C 4.606 2.064 2.676
C 4.579 0.549 2.751
N 3.369 0.040 3.407
C 2.196 -0.236 2.849
S 2.076 -0.110 1.052
N 1.194 -0.601 3.590
N 0.066 -0.921 2.900
C -0.883 -1.571 3.486
C -0.837 -2.008 4.906
C -2.051 -1.843 2.630
C -3.206 -2.428 3.115
C -4.292 -2.606 2.269
C -4.191 -2.186 0.953
C -3.004 -1.622 0.524
N -1.950 -1.464 1.331
H 5.526 2.399 2.199
H 4.563 2.507 3.671
H 3.762 2.439 2.094
H 5.425 0.170 3.320
H 4.654 0.099 1.761
H 3.390 -0.050 4.415
H 0.133 -1.797 5.341
H -1.043 -3.077 4.981
H -1.604 -1.482 5.482
H -3.262 -2.733 4.150
H -5.204 -3.057 2.637
H -5.014 -2.291 0.261
H -2.881 -1.282 -0.497
C 1.717 -3.761 -1.084
Si 0.469 -3.037 -2.232
C 0.945 -2.952 -4.015
C -1.279 -3.544 -1.923
Ge 0.102 -0.370 -1.562
Si 2.493 0.170 -2.868
C 3.656 -1.146 -2.295
C 2.629 1.783 -1.972
C 2.298 0.296 -4.689
Si -1.454 1.084 -2.939
C -0.937 2.874 -2.748
C -1.463 0.465 -4.694
C -3.131 0.781 -2.149
H 1.567 -4.846 -1.074
H 1.596 -3.411 -0.057
H 2.739 -3.575 -1.410
H 0.923 -3.981 -4.396
H 1.956 -2.582 -4.155
H 0.250 -2.372 -4.623
H -1.308 -4.578 -2.296
H -2.026 -2.986 -2.490
H -1.538 -3.569 -0.867
H 3.498 -1.462 -1.265
H 4.661 -0.709 -2.347
H 3.650 -2.007 -2.961
H 2.755 1.692 -0.895
H 1.822 2.482 -2.198
H 3.555 2.212 -2.384
H 2.011 -0.637 -5.172
H 3.295 0.564 -5.064
H 1.623 1.094 -4.992
H -0.173 3.162 -3.474
H -0.580 3.102 -1.741
H -1.804 3.511 -2.940
H -0.514 0.569 -5.214
H -2.206 1.044 -5.250
H -1.775 -0.580 -4.749
H -3.113 0.890 -1.062
H -3.546 -0.193 -2.421
H -3.819 1.532 -2.550
C -3.674 3.291 2.919
C -2.894 2.811 1.702
S -1.676 1.577 2.179
O -1.274 1.002 0.770
C -0.269 2.577 2.676
C 0.369 3.379 1.559
H -4.401 4.034 2.593
H -3.031 3.773 3.656
H -4.214 2.476 3.398
H -2.376 3.619 1.187
H -3.524 2.286 0.983
H 0.423 1.866 3.133
H -0.660 3.200 3.487
H 0.687 2.724 0.748
H 1.249 3.882 1.956
H -0.291 4.149 1.164
```

# 4
The following is a DFT calculation (ωB97M-V/def2-TZVPD) of C29H29BN11O5Y as an isolated structure in a non-equilibrium geometry.

Results
HOMO energy (spin up / spin down) (eV): -11.39 / -11.36
LUMO (spin up / spin down) (eV): -3.260 / -4.265
Total charge: +1
Total energy (eV): -58888.69207
Spin multiplicity: 2
Frontier orbital gap (spin up / spin down) (eV): 8.13 / 7.09
Energy relative to the best compared isomer or geometry (same formula, charge and spin) (kJ/mol): 64.9

XYZ file:
```
76
C29H29BN11O5Y ωB97M-V/def2-TZVPD
Y 0.353 -0.380 -0.184
C -2.225 1.917 -1.760
C -1.400 2.696 -1.018
C -1.849 2.611 0.373
C -2.928 1.727 0.455
C -3.198 1.304 -0.842
H -2.233 1.817 -2.837
H -0.611 3.344 -1.365
H -1.457 3.217 1.177
H -3.483 1.469 1.344
H -4.016 0.664 -1.145
C 0.894 2.809 3.175
C 0.190 1.753 2.604
N 0.877 1.206 1.602
N 2.046 1.889 1.523
C 2.068 2.863 2.448
B 3.187 1.493 0.515
N 3.429 -0.051 0.664
C 4.588 -0.691 0.887
C 4.321 -2.022 1.139
C 2.937 -2.124 1.041
N 2.399 -0.937 0.738
N 2.684 1.804 -0.920
C 3.226 2.511 -1.927
C 2.386 2.429 -3.021
C 1.335 1.631 -2.596
N 1.502 1.261 -1.325
N 4.457 2.217 0.923
C 5.050 2.091 2.147
C 6.190 2.841 2.141
C 6.226 3.404 0.846
N 5.192 3.028 0.119
H 0.598 3.443 3.994
H -0.783 1.365 2.870
H 2.910 3.530 2.538
H 5.530 -0.167 0.851
H 5.027 -2.808 1.352
H 2.315 -2.994 1.163
H 4.164 3.019 -1.782
H 2.528 2.878 -3.991
H 0.470 1.308 -3.155
H 4.613 1.480 2.924
H 6.898 2.972 2.944
H 6.966 4.065 0.420
O -5.575 -4.431 -1.139
C -5.165 -3.569 -2.179
C -3.935 -2.830 -1.739
C -3.234 -2.030 -2.631
C -2.131 -1.342 -2.175
N -1.704 -1.402 -0.911
C -2.332 -2.228 -0.063
C -3.460 -2.936 -0.441
C -1.719 -2.397 1.289
C -2.080 -3.443 2.119
C -1.454 -3.596 3.347
C -1.803 -4.743 4.264
O -2.965 -5.443 3.881
C -0.467 -2.683 3.698
C -0.145 -1.680 2.810
N -0.756 -1.525 1.629
H -6.350 -4.926 -1.422
H -5.939 -2.834 -2.418
H -4.936 -4.117 -3.097
H -3.533 -1.945 -3.669
H -1.554 -0.720 -2.847
H -3.978 -3.583 0.248
H -2.819 -4.171 1.820
H -1.865 -4.375 5.291
H -0.984 -5.463 4.232
H -3.745 -4.962 4.175
H 0.053 -2.756 4.645
H 0.632 -0.964 3.044
O 2.264 -3.119 -1.934
N 1.374 -2.420 -1.549
O 0.655 -2.698 -0.528
O 1.092 -1.290 -2.104
```

# 5
The following is a DFT calculation (ωB97M-V/def2-TZVPD) of a 2-piece molecular cluster, H2NO4P overall in a non-equilibrium geometry.

Results
HOMO energy (eV): -10.32
LUMO (eV): -0.322
Structure (SMILES): O=NO.O=PO
Total energy (eV): -18998.99661
Frontier orbital gap (eV): 10.00
Energy relative to the best compared isomer or geometry (same formula, charge and spin) (kJ/mol): 202.5

XYZ file:
```
8
H2NO4P ωB97M-V/def2-TZVPD
O -0.409 1.199 -1.780
N -0.561 0.746 -0.671
O -1.474 1.348 -0.015
H -1.921 0.814 0.772
O -0.089 -1.681 1.482
P 0.615 -1.631 0.197
O 1.799 -0.599 0.427
H 2.040 -0.197 -0.413
```

# 6
The following is a DFT calculation (ωB97M-V/def2-TZVPD) of a 2-piece molecular cluster, CH6ClN4 overall in a non-equilibrium geometry.

Results
HOMO energy (eV): -13.37
LUMO (eV): -4.936
Total charge: +1
Total energy (eV): -19607.80420
Frontier orbital gap (eV): 8.43
Energy relative to the best compared isomer or geometry (same formula, charge and spin) (kJ/mol): 61.9

XYZ file:
```
12
CH6ClN4 ωB97M-V/def2-TZVPD
C 1.588 -0.647 -0.783
N 1.757 -1.854 -0.360
N -0.689 1.841 1.689
N -1.156 0.739 1.133
N -0.532 -0.027 0.339
Cl 2.678 0.570 -0.178
H 2.414 -1.969 0.416
H -1.321 2.445 2.142
H 0.245 2.204 1.437
H 1.469 -2.734 -0.804
H -1.143 -0.889 0.251
H 1.148 -0.370 -1.740
```

# 7
The following is a DFT calculation (ωB97M-V/def2-TZVPD) of a 2-piece molecular cluster, C20H30O4PS overall in a non-equilibrium geometry.

Results
HOMO energy (eV): -11.02
LUMO (eV): -3.394
Total charge: +1
Total energy (eV): -49529.67551
Frontier orbital gap (eV): 7.62

XYZ file:
```
56
C20H30O4PS ωB97M-V/def2-TZVPD
C 3.155 -2.520 3.600
C 2.804 -1.626 2.884
S 2.570 -0.241 1.877
C 3.273 1.138 2.834
C 3.172 2.512 2.134
C 1.912 2.712 1.255
C 2.159 4.042 0.455
C 0.690 2.788 2.202
C -0.613 3.280 1.556
C -1.096 2.394 0.413
C -1.351 1.096 0.587
C -1.122 0.139 -0.582
C -1.835 0.476 1.892
P 3.731 -0.711 0.112
C 2.497 -1.198 -1.200
C 4.726 0.735 -0.462
H 3.420 -3.211 4.372
H 4.310 0.949 3.143
H 2.703 1.176 3.771
H 3.095 3.254 2.941
H 4.083 2.789 1.590
H 1.776 1.930 0.492
H 2.890 4.635 1.014
H 1.238 4.575 0.227
H 2.650 3.738 -0.481
H 0.912 3.352 3.120
H 0.490 1.754 2.541
H -1.389 3.279 2.340
H -0.551 4.323 1.224
H -1.276 2.837 -0.570
H -0.109 -0.260 -0.462
H -1.234 0.681 -1.529
H -1.866 -0.668 -0.525
H -1.771 1.176 2.729
H -2.849 0.095 1.739
H -1.155 -0.363 2.122
H 2.923 -2.002 -1.805
H 2.256 -0.304 -1.785
H 1.615 -1.595 -0.683
H 4.157 1.294 -1.217
H 5.599 0.323 -0.985
H 5.113 1.365 0.340
C -3.675 -4.617 -2.394
C -4.877 -4.912 -2.909
C -5.686 -3.890 -3.651
O -6.760 -4.218 -4.112
C -5.141 -2.543 -3.779
C -3.943 -2.252 -3.262
C -3.124 -3.280 -2.544
O -2.030 -2.958 -2.109
O -3.406 -1.031 -3.354
O -5.417 -6.121 -2.792
H -3.081 -5.345 -1.859
H -5.739 -1.810 -4.301
H -2.543 -1.089 -2.904
H -6.280 -6.073 -3.248
```

# 8
The following is a DFT calculation (ωB97M-V/def2-TZVPD) of C8H10HgO5 as an isolated structure in a non-equilibrium geometry.

Results
HOMO energy (eV): -18.70
LUMO (eV): -9.322
Total charge: +2
Total energy (eV): -22847.89107
Frontier orbital gap (eV): 9.37
Energy relative to the best compared isomer or geometry (same formula, charge and spin) (kJ/mol): 0.0

XYZ file:
```
24
C8H10HgO5 ωB97M-V/def2-TZVPD
Hg -0.133 -0.271 -0.050
O -2.600 -3.306 -0.614
C -1.859 -2.366 -0.443
C 0.599 0.444 1.843
O 0.934 0.762 2.907
C 0.648 1.044 -1.569
O 1.012 1.683 -2.463
C -1.597 1.172 0.173
O -2.454 1.931 0.297
C 1.082 -2.068 -2.526
C 1.213 -2.707 -1.182
O 1.395 -1.760 -0.095
C 2.718 -1.086 0.014
C 3.407 -1.768 1.148
H 0.179 -1.475 -2.636
H 1.037 -2.891 -3.222
H 1.947 -1.460 -2.785
H 0.351 -3.299 -0.870
H 2.109 -3.282 -1.048
H 3.176 -1.213 -0.965
H 2.577 -0.009 0.187
H 3.513 -2.830 0.945
H 4.376 -1.315 1.200
H 2.875 -1.613 2.079
```

# 9
The following is a DFT calculation (ωB97M-V/def2-TZVPD) of a 2-piece molecular cluster, C6H7NO3 overall in a non-equilibrium geometry.

Results
HOMO energy (eV): -11.10
LUMO (eV): -0.695
Structure (SMILES): C#CC(=O)C[C@H](O)C#N.O
Total energy (eV): -13964.97522
Frontier orbital gap (eV): 10.41
Energy relative to the best compared isomer or geometry (same formula, charge and spin) (kJ/mol): 288.1

XYZ file:
```
17
C6H7NO3 ωB97M-V/def2-TZVPD
C -0.113 3.073 -0.609
C -0.125 2.003 -0.042
C -0.238 0.635 0.447
O -1.321 0.217 0.810
C 0.916 -0.273 0.081
C 0.759 -1.697 0.616
O 0.964 -1.795 1.996
C 1.642 -2.639 -0.132
N 2.141 -3.379 -0.871
H -0.088 4.081 -0.989
H 1.851 0.193 0.427
H 0.992 -0.273 -1.018
H -0.268 -2.056 0.450
H 1.818 -1.421 2.238
O -3.356 1.022 -1.165
H -2.781 0.844 -0.404
H -2.795 1.462 -1.835
```